C41H39MnN2O11Si as an isolated structure. Source: the OMol25 dataset; level of theory: wB97M-V/def2-TZVPD.

The total charge is -2. As for the multiplicity: 5. The expectation value of S² is 6.218. For the relative energy (zero: lowest compared OMol25 entry of this formula, charge and spin), the calculation gives 10.6 kJ/mol. The calculation puts the LUMO energy (alpha / beta) at 0.1436 / 0.1437 hartree. The orbital gap (alpha / beta) comes out at 3.85 / 7.09 eV.

Cartesian coordinates (Å):
Mn: -0.3390 -0.1162 -1.4063
C: 2.3360 -1.3011 4.3333
C: 2.0199 0.0473 3.7016
C: 2.4050 1.2160 4.5938
O: 2.6958 0.1605 2.4642
C: 1.7627 0.2282 1.3807
C: 0.4150 -0.1239 2.0266
O: 0.6428 0.1267 3.4144
C: -0.8056 0.6878 1.5164
O: -1.0743 0.3045 0.2144
C: -0.5803 2.2080 1.6040
C: -0.6724 2.9888 0.4595
C: -0.5024 4.3660 0.5334
C: -0.2413 4.9783 1.7467
C: -0.2000 4.2098 2.9045
C: -0.3864 2.8389 2.8349
C: -2.1011 0.3684 2.2801
C: -2.2084 -0.4869 3.3669
C: -3.4573 -0.7962 3.8996
C: -4.6061 -0.2561 3.3491
C: -4.5036 0.6032 2.2592
C: -3.2641 0.9136 1.7306
C: 2.2288 -0.6924 0.2296
O: 1.3167 -0.6527 -0.7990
C: 2.4363 -2.1268 0.7272
C: 1.5276 -3.1149 0.3802
C: 1.6820 -4.4201 0.8295
C: 2.7625 -4.7556 1.6297
C: 3.6895 -3.7763 1.9687
C: 3.5287 -2.4753 1.5202
C: 3.5621 -0.2078 -0.3743
C: 4.3543 0.8025 0.1525
C: 5.5187 1.1996 -0.4999
C: 5.9014 0.5934 -1.6824
C: 5.1077 -0.4152 -2.2197
C: 3.9510 -0.8068 -1.5725
H: 3.4107 -1.4136 4.4808
H: 1.9896 -2.1028 3.6825
H: 1.8338 -1.3803 5.2988
H: 3.4690 1.1708 4.8285
H: 1.8362 1.1846 5.5243
H: 2.1877 2.1477 4.0754
H: 1.7299 1.2487 0.9835
H: 0.1799 -1.1861 1.8717
H: -0.9750 2.5375 -0.4755
H: -0.6189 4.9567 -0.3662
H: -0.1146 6.0535 1.8003
H: -0.0470 4.6831 3.8683
H: -0.4010 2.2508 3.7410
H: -1.3242 -0.9246 3.8061
H: -3.5249 -1.4737 4.7432
H: -5.5781 -0.5049 3.7591
H: -5.3939 1.0252 1.8094
H: -3.1868 1.5568 0.8596
H: 0.7081 -2.8465 -0.2712
H: 0.9571 -5.1727 0.5431
H: 2.8908 -5.7735 1.9787
H: 4.5456 -4.0292 2.5834
H: 4.2560 -1.7190 1.7823
H: 4.0785 1.2869 1.0779
H: 6.1205 1.9959 -0.0780
H: 6.8024 0.9109 -2.1938
H: 5.3823 -0.8821 -3.1576
H: 3.3062 -1.5593 -2.0090
O: -0.1546 -1.4010 -5.1870
C: -0.4191 -0.6305 -4.2713
O: 0.1265 -0.7839 -3.0899
C: -1.3546 0.5118 -4.4846
C: -1.7095 0.7853 -5.8165
C: -2.5544 1.8419 -6.0594
C: -3.0764 2.6450 -5.0530
C: -2.7450 2.3869 -3.7125
C: -1.8611 1.2777 -3.4210
O: -1.6087 0.9742 -2.1707
N: -3.3127 3.2097 -2.7455
O: -3.0641 3.0682 -1.5121
O: -4.0883 4.1346 -3.1477
N: -2.9285 2.1305 -7.4448
O: -2.5173 1.3895 -8.3325
O: -3.7151 3.0431 -7.6592
H: -1.3170 0.1686 -6.6078
H: -3.7397 3.4648 -5.2650
C: -3.4084 -1.3667 -2.1040
Si: -1.8039 -1.9977 -1.3635
C: -1.1114 -3.3956 -2.4228
C: -2.1561 -2.6483 0.3708
H: -4.1519 -2.1711 -2.0734
H: -3.2721 -1.0550 -3.1398
H: -3.7804 -0.5089 -1.5443
H: -1.7604 -4.2710 -2.3010
H: -0.0934 -3.6800 -2.1591
H: -1.0936 -3.1018 -3.4719
H: -2.7770 -3.5454 0.2624
H: -2.7085 -1.9089 0.9472
H: -1.2656 -2.9236 0.9355

=====

C41H39MoN4OS3Te2 as an isolated structure. Source: the OMol25 dataset; level of theory: wB97M-V/def2-TZVPD.

The total charge is +2. As for the multiplicity: 2. The expectation value of S² is 0.874. For the relative energy (zero: lowest compared OMol25 entry of this formula, charge and spin), the calculation gives 0.0 kJ/mol. The calculation puts the LUMO energy (alpha / beta) at -0.2887 / -0.2852 hartree. The orbital gap (alpha / beta) comes out at 5.20 / 5.37 eV.

Cartesian coordinates (Å):
Mo: 16.4981 12.7299 12.2225
S: 19.1142 12.2482 13.1341
C: 18.4676 13.4315 14.2084
C: 19.2343 13.8864 15.3023
C: 18.5993 14.7296 16.1959
C: 17.2265 15.0433 16.0192
C: 16.5625 14.5856 14.8913
N: 17.2196 13.8538 13.9941
H: 20.1940 13.3784 15.4870
H: 19.1388 15.2026 17.0138
H: 16.6590 15.6685 16.7509
H: 15.5062 14.9052 14.7914
S: 17.4380 12.7832 10.0816
C: 16.1026 11.7699 9.6448
S: 15.1775 11.1111 10.9590
C: 15.9965 11.4751 8.2880
C: 14.8163 10.8820 7.7574
N: 13.9236 10.4699 7.1443
C: 17.1651 11.4077 7.5425
N: 18.0548 11.3684 6.7603
C: 15.9750 16.1251 10.7507
C: 14.9907 15.0826 11.1649
O: 13.9200 15.2100 10.4024
N: 15.2364 14.1985 12.1254
Te: 12.2140 14.1015 11.3271
C: 10.6678 14.4672 9.8327
C: 9.3468 14.8087 10.2115
C: 8.8803 14.8198 11.6747
C: 8.4218 15.0774 9.2058
C: 8.6846 14.6847 7.8935
C: 7.6220 14.8109 6.8323
C: 9.9622 14.3103 7.5471
C: 10.9414 14.1671 8.5001
C: 12.3341 13.7242 8.1288
C: 12.0645 15.7693 12.7742
C: 12.4660 15.4041 14.1187
C: 12.7984 13.9800 14.6176
C: 12.6618 16.4689 14.9991
C: 12.3124 17.8021 14.6771
C: 12.5890 18.9298 15.6024
C: 11.7514 18.0228 13.4447
C: 11.6394 17.0216 12.4660
C: 11.2801 17.4856 11.0807
H: 16.0717 16.1930 9.6785
H: 16.9226 15.9433 11.3176
H: 15.6051 17.1116 11.0401
H: 8.7255 13.7818 12.0329
H: 7.9022 15.3139 11.6889
H: 9.5696 15.3482 12.3400
H: 7.4052 15.4618 9.4292
H: 7.8103 13.9974 6.1016
H: 7.6121 15.7575 6.2792
H: 6.6167 14.6193 7.2019
H: 10.1674 14.0931 6.5212
H: 13.0522 14.5583 8.2494
H: 12.3068 13.3488 7.0691
H: 12.7262 12.8241 8.6995
H: 13.6774 13.5501 14.1904
H: 11.9921 13.2984 14.4136
H: 12.9166 14.0980 15.7130
H: 13.0803 16.3377 15.9876
H: 11.6360 19.4802 15.8897
H: 13.1246 19.7061 15.0304
H: 13.2735 18.7408 16.4428
H: 11.5216 19.0626 13.2266
H: 11.2738 18.5792 11.0149
H: 10.2412 17.2448 10.8367
H: 11.8741 17.0924 10.2480
Te: 16.2667 10.7405 14.1733
C: 16.3849 10.9772 16.2708
C: 15.2655 11.2416 17.0828
C: 15.3500 11.3248 18.4355
C: 16.5922 11.2111 19.0608
C: 17.6915 10.9468 18.3023
C: 17.6169 10.7720 16.9489
C: 14.5833 9.4353 14.5835
C: 13.2585 9.6898 14.1730
C: 12.2913 8.7074 14.3938
C: 12.6807 7.5438 15.0363
C: 13.9548 7.2805 15.4194
C: 14.9072 8.2499 15.2099
H: 14.3389 11.4046 16.5554
H: 14.4514 11.5076 19.0346
H: 16.6508 11.3583 20.1255
H: 18.6774 10.8305 18.7293
H: 18.4978 10.6288 16.3829
H: 12.9741 10.6767 13.7739
H: 11.2532 8.8083 13.9979
H: 11.9366 6.7194 15.1483
H: 14.2818 6.3321 15.9374
H: 15.8939 8.1041 15.6532

=====

C41H39N7O5S3Tc as an isolated structure. Source: the OMol25 dataset; level of theory: wB97M-V/def2-TZVPD.

The total charge is +2. As for the multiplicity: 4. The expectation value of S² is 3.788. For the relative energy (zero: lowest compared OMol25 entry of this formula, charge and spin), the calculation gives 0.0 kJ/mol. The calculation puts the LUMO energy (alpha / beta) at -0.1999 / -0.2985 hartree. The orbital gap (alpha / beta) comes out at 6.22 / 3.53 eV.

Cartesian coordinates (Å):
Tc: 0.7176 -0.3822 0.1527
C: -2.8681 -1.8265 2.1428
C: -1.5142 -1.3105 1.7776
N: -1.2413 -0.7463 0.6460
N: -2.2205 -0.5448 -0.2940
C: -1.6370 -0.0681 -1.3825
O: -0.3525 0.0961 -1.4853
C: -2.4636 0.3256 -2.5320
C: -1.9811 1.3082 -3.3894
C: -2.7728 1.7582 -4.4341
C: -4.0366 1.2152 -4.6315
C: -4.5091 0.2137 -3.7876
C: -3.7281 -0.2275 -2.7313
C: -0.3535 -1.4171 2.6611
C: -0.4265 -1.9550 3.9365
C: 0.7058 -1.9972 4.7286
C: 1.9028 -1.5063 4.2253
C: 1.9202 -0.9941 2.9476
N: 0.8231 -0.9432 2.1741
H: -3.5950 -1.4678 1.4222
H: -3.1665 -1.5075 3.1442
H: -2.8733 -2.9227 2.1202
H: -0.9931 1.7267 -3.2152
H: -2.4119 2.5395 -5.0922
H: -4.6596 1.5737 -5.4443
H: -5.4920 -0.2145 -3.9497
H: -4.0868 -0.9975 -2.0581
H: -1.3762 -2.3259 4.3026
H: 0.6565 -2.4044 5.7332
H: 2.8146 -1.5224 4.8094
H: 2.8335 -0.6168 2.5094
S: 3.0852 -0.2178 -0.3034
C: 3.5313 1.3655 0.0247
N: 4.7828 1.7355 0.1200
C: 5.1353 3.1478 0.3222
C: 4.1647 4.0088 -0.4164
N: 2.7934 3.6735 -0.0025
C: 1.8497 4.8194 0.0995
C: 2.2305 5.7188 1.2512
C: 2.0018 5.2983 2.5611
C: 2.3647 6.1090 3.6263
C: 2.9593 7.3451 3.3904
C: 3.1809 7.7716 2.0879
C: 2.8188 6.9574 1.0198
C: 2.4565 2.4264 0.1925
S: 0.8853 1.9818 0.6162
C: 5.9244 0.8037 0.0198
C: 6.6074 0.9199 -1.3261
C: 7.9614 1.2286 -1.3838
C: 8.6129 1.2951 -2.6107
C: 7.9075 1.0656 -3.7836
C: 6.5462 0.7783 -3.7321
C: 5.8955 0.7038 -2.5096
H: 6.1370 3.3060 -0.0661
H: 5.1311 3.3801 1.3890
H: 4.2572 3.8650 -1.4941
H: 4.3465 5.0510 -0.1812
H: 0.8501 4.4288 0.2254
H: 1.8971 5.3636 -0.8443
H: 1.5228 4.3387 2.7441
H: 2.1747 5.7840 4.6434
H: 3.2395 7.9797 4.2231
H: 3.6299 8.7404 1.9001
H: 2.9771 7.3019 0.0004
H: 5.5590 -0.2027 0.1897
H: 6.6248 1.0614 0.8138
H: 8.5185 1.4104 -0.4672
H: 9.6714 1.5266 -2.6463
H: 8.4161 1.1132 -4.7394
H: 5.9879 0.6068 -4.6457
H: 4.8322 0.4747 -2.4859
N: 0.7290 0.9376 -5.5530
C: 1.0769 0.2387 -4.4531
N: 0.5266 -0.9739 -4.3159
S: 2.1294 0.8996 -3.3054
H: 0.1211 0.5612 -6.2604
H: 1.1638 1.8219 -5.7165
H: -0.0968 -1.3522 -5.0113
H: 0.7568 -1.5351 -3.5266
O: 1.0318 -2.8553 -2.2395
C: 1.0223 -3.1861 -1.0730
O: 0.7744 -2.4749 -0.0290
C: 1.3202 -4.6441 -0.7575
C: 1.1496 -5.1578 0.5870
C: 1.4498 -6.4486 0.9315
C: 1.9508 -7.2292 -0.1009
O: 2.3499 -8.4671 -0.0613
C: 2.8429 -8.8138 -1.3667
O: 2.6082 -7.6622 -2.1906
C: 2.1130 -6.7209 -1.4355
C: 1.7880 -5.4204 -1.7802
H: 0.7756 -4.4760 1.3384
H: 1.3161 -6.8421 1.9321
H: 2.3056 -9.6691 -1.7533
H: 3.9046 -9.0132 -1.3120
H: 1.8973 -5.0217 -2.7837

=====

C41H40CuN6O5S3Si as an isolated structure. Source: the OMol25 dataset; level of theory: wB97M-V/def2-TZVPD.

The total charge is -2. As for the multiplicity: 2. The expectation value of S² is 0.765. For the relative energy (zero: lowest compared OMol25 entry of this formula, charge and spin), the calculation gives 256.9 kJ/mol. The calculation puts the LUMO energy (alpha / beta) at 0.1392 / 0.1392 hartree. The orbital gap (alpha / beta) comes out at 4.40 / 6.64 eV.

Cartesian coordinates (Å):
Cu: 1.3182 0.1579 0.4647
S: -1.5879 2.0622 1.0106
C: -2.7514 3.0484 1.8591
C: -2.7220 4.4497 2.0694
N: -2.6965 5.5881 2.2408
C: -3.6558 2.1191 2.2746
S: -2.9513 0.6476 1.6269
C: -4.8367 2.2649 3.0421
N: -5.8050 2.3733 3.6570
C: 6.9439 0.1101 0.9646
C: 6.1783 1.2465 1.1830
C: 4.9061 1.2997 0.6337
N: 4.3868 0.3248 -0.1037
C: 5.1300 -0.7548 -0.3133
C: 6.4100 -0.9146 0.2037
H: 7.9336 0.0183 1.3957
H: 6.5496 2.0695 1.7807
H: 4.2624 2.1587 0.8007
H: 4.6670 -1.5447 -0.8950
H: 6.9543 -1.8345 0.0359
C: -1.4022 1.5191 5.0694
C: -1.1828 0.0446 4.8809
C: -2.2280 -0.8601 5.0441
C: -2.0467 -2.2104 4.7854
C: -0.8019 -2.6609 4.3756
C: 0.2625 -1.7811 4.2330
C: 0.0630 -0.4359 4.4849
S: -0.5769 -4.3350 3.8499
O: 0.6957 -4.7739 4.3470
O: -1.7845 -5.0461 4.1812
N: -0.4551 -4.3022 2.2335
C: -1.6198 -4.0356 1.3789
C: -2.0120 -2.5711 1.2335
C: -1.2160 -1.8019 0.1592
O: -0.6355 -2.4602 -0.7149
O: -1.2280 -0.5380 0.2704
H: -2.2400 1.7181 5.7385
H: -1.6233 1.9905 4.1085
H: -0.5108 2.0030 5.4704
H: -3.2027 -0.4981 5.3527
H: -2.8617 -2.9156 4.8783
H: 1.2307 -2.1410 3.9073
H: 0.8830 0.2585 4.3437
H: 0.4343 -3.9214 1.9188
H: -2.4404 -4.6337 1.7730
H: -1.3629 -4.4110 0.3885
H: -1.9287 -2.0293 2.1739
H: -3.0679 -2.5278 0.9432
N: 6.3214 -4.4823 2.5152
C: 5.3746 -3.8270 2.3451
C: 4.2440 -3.0298 2.1205
C: 4.0441 -1.7850 2.7979
C: 2.9990 -0.9851 2.4557
N: 2.0706 -1.2798 1.4905
C: 2.2308 -2.5003 0.8777
C: 3.2427 -3.3703 1.1573
H: 4.7329 -1.4617 3.5678
H: 2.8655 -0.0310 2.9549
H: 1.4843 -2.7369 0.1263
H: 3.2926 -4.3116 0.6250
C: 0.0828 4.8384 -0.8297
C: 1.4961 4.4406 -1.2729
C: 1.9114 5.3548 -2.4278
C: 2.4293 4.6415 -0.0727
Si: 1.4390 2.5834 -1.7352
O: 1.0054 1.7294 -0.4788
C: 0.1378 2.3468 -3.0953
C: -1.0036 1.6029 -2.7820
C: -2.0028 1.3926 -3.7253
C: -1.8787 1.9196 -5.0032
C: -0.7416 2.6428 -5.3416
C: 0.2547 2.8446 -4.3956
C: 3.0654 2.0198 -2.5428
C: 4.2944 2.6775 -2.4928
C: 5.4513 2.1100 -3.0149
C: 5.4029 0.8571 -3.6059
C: 4.1902 0.1829 -3.6767
C: 3.0434 0.7611 -3.1541
H: 0.0589 5.8921 -0.5233
H: -0.2337 4.2393 0.0272
H: -0.6501 4.6972 -1.6279
H: 1.9222 6.4016 -2.0947
H: 1.2046 5.2839 -3.2582
H: 2.9045 5.1184 -2.8160
H: 2.3829 5.6823 0.2750
H: 3.4723 4.4186 -0.3077
H: 2.1312 3.9919 0.7532
H: -1.0846 1.1582 -1.7956
H: -2.8734 0.8033 -3.4617
H: -2.6572 1.7543 -5.7397
H: -0.6283 3.0392 -6.3448
H: 1.1505 3.3874 -4.6833
H: 4.3710 3.6488 -2.0194
H: 6.3939 2.6414 -2.9442
H: 6.3048 0.4036 -4.0005
H: 4.1411 -0.8019 -4.1268
H: 2.1085 0.2112 -3.2000

=====

An isolated ion of composition C41H40F6N3OS and charge +1. Source: the OMol25 dataset; level of theory: wB97M-V/def2-TZVPD.

The total charge is +1. The calculation puts the LUMO energy at -0.1274 hartree. The orbital gap comes out at 6.46 eV.

Cartesian coordinates (Å):
C: -6.9249 -2.3824 2.6081
N: -5.8310 -3.0759 3.2880
C: -6.2509 -4.2189 4.0838
C: -4.5073 -2.8111 3.0505
C: -4.0544 -1.8121 2.1411
C: -2.7068 -1.5303 1.9704
C: -1.7173 -2.1408 2.7505
C: -0.3627 -1.4528 2.8771
C: 0.6482 -1.4822 1.6847
S: 2.2396 -2.3216 2.6304
C: 1.7105 -3.3062 4.0747
C: 2.3116 -3.6572 1.4334
O: -0.0989 -0.9741 3.9913
C: -2.1412 -3.1984 3.5973
C: -3.4835 -3.5293 3.7341
H: -6.6553 -1.3716 2.2782
H: -7.2831 -2.9372 1.7148
H: -7.7614 -2.3051 3.3122
H: -5.7275 -4.2396 5.0415
H: -7.3296 -4.1669 4.2796
H: -6.0262 -5.1666 3.5782
H: -4.7836 -1.2381 1.5766
H: -2.3918 -0.7614 1.2694
H: 0.2614 -2.1723 0.9458
H: 2.6837 -3.5428 4.5408
H: 1.0923 -2.7108 4.7471
H: 1.2001 -4.2086 3.7174
H: 3.3784 -3.9169 1.4408
H: 1.6870 -4.4717 1.8010
H: 2.0053 -3.3509 0.4363
H: -1.4208 -3.7537 4.2000
H: -3.7461 -4.3322 4.4264
F: 2.8606 -2.9787 -6.7414
C: 3.4587 -2.6492 -5.5685
F: 2.7716 -3.2672 -4.5511
F: 4.7216 -3.1993 -5.5553
C: 3.5338 -1.1740 -5.3405
N: 4.1695 -0.9610 -4.0448
C: 5.5173 -0.5547 -4.1191
C: 5.9170 0.4678 -5.0111
C: 7.2698 0.7497 -5.2164
C: 8.2601 -0.0173 -4.5918
C: 7.8735 -1.0511 -3.7413
C: 6.5248 -1.2932 -3.4705
C: 3.4331 -1.0465 -2.8612
C: 4.0640 -1.1146 -1.6006
C: 3.3669 -0.9477 -0.4012
C: 1.9921 -0.6963 -0.3692
C: 1.2788 -0.2887 0.9564
C: 0.3177 0.8882 0.7746
C: -0.2991 1.2989 1.9494
C: -1.2754 2.2672 1.9438
C: -1.5138 3.0437 0.7938
N: -2.5227 4.0003 0.8184
C: -3.6648 3.8100 1.7180
C: -4.6528 2.9227 1.0389
F: -5.7463 2.6331 1.7834
F: -5.0671 3.4781 -0.1411
F: -4.0664 1.7233 0.6970
C: -2.4387 5.2482 0.1802
C: -2.3595 5.3104 -1.2173
C: -2.2623 6.5447 -1.8558
C: -2.3090 7.7284 -1.1131
C: -2.4320 7.6709 0.2846
C: -2.5339 6.4377 0.9287
C: -0.7128 2.7900 -0.3402
C: 0.1500 1.6936 -0.3690
C: 1.3456 -0.7185 -1.6220
C: 2.0245 -0.9140 -2.8371
H: 4.1685 -0.7851 -6.1363
H: 2.5262 -0.7672 -5.3921
H: 5.1396 1.0299 -5.5330
H: 7.5590 1.5756 -5.8626
H: 9.3218 0.1564 -4.7759
H: 8.6162 -1.6882 -3.2607
H: 6.2390 -2.0980 -2.7920
H: 5.1329 -1.2821 -1.5456
H: 3.9343 -1.0622 0.5206
H: 2.1101 0.1610 1.5322
H: -0.0198 0.8296 2.8820
H: -1.8202 2.4427 2.8654
H: -3.3943 3.3348 2.6561
H: -4.1548 4.7650 1.8800
H: -2.4111 4.3805 -1.7785
H: -2.1449 6.5723 -2.9398
H: -2.3038 8.6924 -1.6334
H: -2.4369 8.5888 0.8753
H: -2.6664 6.3626 2.0110
H: -0.8014 3.4470 -1.2074
H: 0.6577 1.4919 -1.3152
H: 0.2683 -0.5550 -1.6801
H: 1.4716 -0.8876 -3.7788

=====

Summary of max |F| in hartree/bohr
0.0149, 0.1111, 0.0184, 0.0049, 0.0496
(order as listed above)